The following is a DFT calculation (ωB97M-V/def2-TZVPD) of a molecular structure, C7H12NO2P in a non-equilibrium geometry.

## Properties
HOMO = -8.98 eV
gap between HOMO and LUMO = 0.3542 Eh
maximum force = 0.109 Eh/bohr
total charge = 0
energy relative to the best compared isomer or geometry (same formula, charge and spin) = 27.0 kcal per mole

Last column: natural (NBO) charge in e.
CARTESIAN COORDINATES (ANGSTROEM)
C  0.606  2.022  -0.209  -0.264
C  0.966  0.808  0.110  0.080
C  -0.461  2.097  -1.275  -0.835
C  1.841  0.071  1.114  -0.295
C  -0.598  -1.652  0.172  -0.441
C  0.248  -1.754  1.497  -0.233
C  -0.178  -0.588  -0.832  -0.609
N  1.622  -1.355  1.239  -0.605
O  -2.108  0.300  -2.639  -1.102
O  -2.507  0.612  -0.234  -1.024
P  -1.429  0.583  -1.355  2.209
H  1.108  2.949  0.165  0.228
H  -1.073  3.014  -1.381  0.256
H  0.082  2.019  -2.276  0.254
H  3.006  0.178  0.878  0.211
H  1.648  0.401  2.161  0.212
H  -0.410  -2.567  -0.381  0.205
H  -1.661  -1.666  0.325  0.226
H  -0.228  -1.048  2.205  0.189
H  0.346  -2.640  2.135  0.221
H  0.628  -0.975  -1.364  0.244
H  1.967  -1.641  0.267  0.338
H  -3.414  0.834  -0.321  0.535



The following is a DFT calculation (ωB97M-V/def2-TZVPD) of a gas-phase ion, C7H12O (charge -1) in a non-equilibrium geometry.

## Properties
spin multiplicity = 2
HOMO (spin up / spin down) = 0.88 / -3.34 eV
gap between HOMO and LUMO (spin up / spin down) = 0.0984 / 0.2521 Eh
maximum force = 0.048 Eh/bohr
total charge = -1
energy relative to the best compared isomer or geometry (same formula, charge and spin) = 17.1 kcal per mole

Last column: natural (NBO) charge in e.
CARTESIAN COORDINATES (ANGSTROEM)
O  0.251  -3.475  -0.658  -0.764
C  0.017  -2.629  -1.541  0.080
C  -0.808  -1.389  -1.438  -0.511
C  0.104  -0.203  -1.319  -0.464
C  0.839  -0.094  0.003  -0.391
C  0.005  0.356  1.237  -0.457
C  -0.217  1.837  1.212  -0.145
C  -0.144  2.643  2.262  -0.440
H  0.526  -2.785  -2.526  0.044
H  -1.466  -1.470  -0.565  0.186
H  -1.522  -1.261  -2.297  0.158
H  0.830  -0.087  -2.125  0.198
H  -0.485  0.753  -1.442  0.128
H  1.592  0.698  -0.132  0.178
H  1.433  -0.995  0.180  0.227
H  0.680  0.128  2.070  0.198
H  -0.895  -0.234  1.374  0.223
H  -0.484  2.237  0.238  0.191
H  -0.417  3.691  2.226  0.183
H  0.160  2.278  3.239  0.178



The following is a DFT calculation (ωB97M-V/def2-TZVPD) of a gas-phase ion, C7H12O (charge -1) in a non-equilibrium geometry.

## Properties
spin multiplicity = 2
HOMO (spin up / spin down) = 0.92 / -2.66 eV
gap between HOMO and LUMO (spin up / spin down) = 0.1132 / 0.2404 Eh
maximum force = 0.041 Eh/bohr
total charge = -1
energy relative to the best compared isomer or geometry (same formula, charge and spin) = 36.7 kcal per mole

Last column: natural (NBO) charge in e.
CARTESIAN COORDINATES (ANGSTROEM)
C  2.104  -1.097  2.229  -0.617
C  2.015  0.329  1.650  -0.413
C  2.296  0.412  0.163  -0.411
C  1.081  0.138  -0.675  -0.401
C  -0.229  0.050  -0.248  -0.337
C  -1.354  -0.209  -1.120  -0.369
C  -2.530  0.457  -0.961  -0.062
O  -3.668  -0.002  -1.673  -0.771
H  2.092  -1.851  1.455  0.216
H  1.229  -1.382  2.831  0.195
H  2.906  -1.218  2.951  0.183
H  2.830  0.816  2.187  0.172
H  1.208  0.947  2.020  0.205
H  3.203  -0.173  -0.064  0.171
H  2.679  1.410  -0.097  0.161
H  1.225  0.096  -1.752  0.166
H  -0.505  0.067  0.801  0.166
H  -1.267  -1.013  -1.844  0.169
H  -2.665  1.381  -0.409  0.136
H  -4.507  0.239  -1.265  0.441



The following is a DFT calculation (ωB97M-V/def2-TZVPD) of a single C7H12O molecule.

## Properties
HOMO = -9.55 eV
gap between HOMO and LUMO = 0.3819 Eh
maximum force = 0.009 Eh/bohr
total charge = 0
SMILES string = C=CC(=O)C(C)(C)C
energy relative to the best compared isomer or geometry (same formula, charge and spin) = 10.5 kcal per mole

Last column: natural (NBO) charge in e.
CARTESIAN COORDINATES (ANGSTROEM)
C  0.808  -1.535  -2.034  -0.361
C  1.235  -0.381  -1.556  -0.285
C  1.194  0.027  -0.122  0.580
O  2.212  0.118  0.519  -0.527
C  -0.177  0.324  0.498  -0.159
C  -0.520  -0.876  1.394  -0.593
C  -0.036  1.579  1.365  -0.596
C  -1.268  0.537  -0.550  -0.604
H  0.345  -2.279  -1.408  0.192
H  0.924  -1.795  -3.073  0.205
H  1.741  0.332  -2.196  0.225
H  -0.647  -1.780  0.802  0.204
H  -1.446  -0.682  1.931  0.212
H  0.275  -1.042  2.117  0.224
H  0.795  1.466  2.057  0.231
H  0.150  2.453  0.743  0.207
H  -0.948  1.747  1.935  0.206
H  -0.980  1.318  -1.252  0.211
H  -2.192  0.843  -0.060  0.213
H  -1.466  -0.373  -1.111  0.216



The following is a DFT calculation (ωB97M-V/def2-TZVPD) of a single C7H12O molecule in a non-equilibrium geometry.

## Properties
HOMO = -8.33 eV
gap between HOMO and LUMO = 0.3409 Eh
maximum force = 0.099 Eh/bohr
total charge = 0
SMILES string = CC[C@]12CCO[C@@H]1C2
energy relative to the best compared isomer or geometry (same formula, charge and spin) = 155.7 kcal per mole

Last column: natural (NBO) charge in e.
CARTESIAN COORDINATES (ANGSTROEM)
C  2.384  -0.236  -0.144  -0.620
C  0.925  0.068  -0.853  -0.391
C  -0.095  0.473  0.251  -0.182
C  -0.510  -0.822  0.824  -0.399
C  -1.750  -1.208  -0.135  -0.093
O  -2.099  0.186  -1.052  -0.505
C  -1.479  0.936  -0.088  0.087
C  -0.311  1.904  0.252  -0.350
H  2.989  0.613  0.403  0.219
H  3.009  -0.650  -0.920  0.206
H  2.388  -1.363  0.494  0.192
H  1.112  0.690  -1.865  0.224
H  0.810  -0.983  -1.236  0.205
H  -0.785  -0.830  1.891  0.225
H  0.170  -1.627  0.613  0.212
H  -2.669  -1.250  0.663  0.183
H  -1.774  -2.136  -0.648  0.196
H  -2.020  1.158  0.834  0.152
H  -0.525  2.578  1.168  0.214
H  0.230  2.497  -0.451  0.224



The following is a DFT calculation (ωB97M-V/def2-TZVPD) of 2 unconnected molecules or ions with the total composition C7H12O in a non-equilibrium geometry.

## Properties
HOMO = -9.27 eV
gap between HOMO and LUMO = 0.3747 Eh
maximum force = 0.135 Eh/bohr
total charge = 0
SMILES string = C=C/C=C(/C)C=C.O
energy relative to the best compared isomer or geometry (same formula, charge and spin) = 63.8 kcal per mole

Last column: natural (NBO) charge in e.
CARTESIAN COORDINATES (ANGSTROEM)
C  -2.648  0.544  -0.120  -0.376
C  -1.717  0.380  -0.984  -0.221
C  -0.396  0.953  -0.712  -0.266
C  0.715  0.249  -0.483  0.005
C  2.082  0.678  0.020  -0.663
C  0.705  -1.212  -0.963  -0.214
C  0.418  -2.197  -0.077  -0.372
H  -2.599  1.058  0.821  0.190
H  -3.715  0.264  -0.199  0.201
H  -1.894  -0.156  -1.971  0.218
H  -0.335  2.062  -0.543  0.211
H  2.659  -0.080  0.578  0.228
H  2.625  0.988  -0.877  0.235
H  2.012  1.584  0.623  0.220
H  0.826  -1.321  -2.029  0.208
H  0.473  -2.030  0.904  0.195
H  0.399  -3.233  -0.551  0.200
O  -0.052  0.462  2.491  -0.932
H  -0.423  0.678  1.697  0.471
H  0.866  0.326  2.374  0.463



no.,electronic energy (Ha)
1,-820.45903
2,-349.07432
3,-349.04320
4,-349.13189
5,-348.90056
6,-349.04694